ORCA calculation (wB97M-V/def2-TZVPD) on a 10-piece molecular cluster, C5H28N2O9 overall in a non-equilibrium geometry.

The energy is -993.96255 Eh. The SMILES is C=NC(=C)CCN.O.O.O.O.O.O.O.O.O. The calculation puts the HOMO energy at -9.114 eV. The LUMO energy is 0.20 eV. For the energy above the lowest of the compared OMol25 structures with the same formula, charge and spin, the calculation gives 284.4 kJ/mol. The maximum force is 1.141 eV/A. As for the net charge: 0.

```
44
Properties=species:S:1:pos:R:3:forces:R:3:mulliken_charge:R:1
C -3.068810 -1.486136 -0.158272 0.6 0.0 -0.8 -0.322
N -2.052540 -1.708834 -0.880326 0.0 -0.3 0.2 -0.524
C -0.732488 -1.830837 -0.359876 -0.8 0.8 -0.2 1.195
C -0.010715 -0.758287 -0.065123 0.3 -0.1 0.0 -0.880
C -0.200518 -3.225913 -0.315146 0.4 -0.2 0.0 -0.920
C -0.098904 -3.780304 1.114476 0.0 0.2 0.2 -0.580
N 0.720047 -2.916917 1.999820 -0.5 0.0 0.0 -0.539
H -3.049703 -1.347924 0.906606 0.2 0.0 0.6 0.258
H -4.012298 -1.416725 -0.677712 -0.4 0.0 0.0 0.307
H 1.026576 -0.839314 0.181965 0.5 -0.2 0.0 0.135
H -0.338610 0.259479 -0.086964 -0.6 0.3 -0.2 0.087
H 0.789440 -3.224041 -0.795663 -0.1 -0.1 0.3 0.357
H -0.840288 -3.874944 -0.919238 0.1 0.0 0.1 0.377
H 0.333229 -4.785745 1.061852 -0.2 0.0 0.0 0.401
H -1.113471 -3.840259 1.572183 0.6 -0.1 -0.4 0.249
H 1.486313 -2.453225 1.528078 0.0 -0.2 -0.2 0.128
H 1.109471 -3.462036 2.757205 0.0 0.0 0.0 0.235
O -1.781111 2.871021 -1.407405 -0.3 -0.3 0.2 -0.624
H -1.941608 2.170344 -2.053051 0.0 0.2 0.0 0.317
H -2.185162 3.660106 -1.783718 0.0 0.0 0.0 0.272
O 2.625025 0.880324 -2.654548 -0.3 0.3 0.0 -0.691
H 3.031962 0.790980 -1.766030 -0.2 0.0 -0.4 0.341
H 2.045032 1.673084 -2.596676 0.5 -0.5 0.1 0.421
O -0.660515 1.164730 -4.020649 -0.3 -0.6 0.1 -0.717
H 0.203698 0.791665 -4.242554 0.1 0.0 0.0 0.342
H -1.039733 0.483988 -3.438566 0.2 0.2 -0.3 0.339
O 2.365218 2.908664 0.707992 -0.8 0.2 0.2 -0.781
H 1.689566 2.739925 1.412742 0.4 0.0 0.0 0.452
H 1.824041 3.293522 0.006974 0.3 0.0 -0.2 0.296
O 0.765850 2.919832 -2.500625 -0.2 0.3 0.1 -0.688
H 0.152864 2.875026 -1.747578 0.1 0.1 -0.3 0.337
H 0.203922 2.577220 -3.221163 0.2 0.1 0.3 0.372
O -1.984762 1.583535 2.089769 0.0 -0.4 0.3 -0.747
H -1.830787 0.627463 2.315917 -0.2 0.6 -0.5 0.369
H -2.182421 1.657310 1.148265 0.1 -0.2 0.1 0.311
O 0.567076 2.259507 2.682337 -0.7 -0.5 0.0 -0.746
H 0.775367 1.341703 2.898185 0.3 0.1 0.1 0.281
H -0.409429 2.160993 2.501961 0.5 0.4 -0.1 0.481
O 3.621622 0.724194 -0.097526 0.1 -0.5 0.1 -0.714
H 4.571816 0.878268 -0.108337 -0.2 0.2 0.1 0.282
H 3.165728 1.533943 0.231924 0.3 0.1 0.0 0.478
O -1.421589 -1.033502 2.728308 0.3 -0.4 0.2 -0.626
H -1.455969 -1.268899 3.663184 -0.1 0.1 0.0 0.231
H -0.662449 -1.572978 2.387007 -0.1 0.2 0.1 0.450
```
Positions in Å, forces in eV/Å.